Arrangement A

The following is a quantum chemistry calculation of a 3-piece molecular cluster, C5H10O2 overall, from the OMol25 dataset.

Last column: Löwdin charge in e.
Cartesian coordinates (Å):
C1 -1.03992 -2.17263 0.67826  -0.16
O1 -0.35527 -1.60996 -0.41542  -0.16
C2 -0.87955 1.03115 -1.05885  -0.06
C3 -0.86302 1.99051 0.09235  -0.16
C4 0.08234 1.89441 -1.06958  -0.10
C5 1.99605 0.33900 0.39347  -0.13
O2 2.28790 -0.69566 -0.16026  -0.01
H1 -1.40447 -3.18075 0.43802  0.08
H2 -1.90870 -1.54448 0.91346  0.08
H3 -0.41731 -2.23760 1.58013  0.08
H4 -1.38782 0.19197 -1.50007  0.10
H5 -1.60208 2.79435 0.13370  0.07
H6 -0.56060 1.64741 1.09072  0.06
H7 0.93483 2.31913 -1.57600  0.10
H8 2.60662 1.25317 0.27448  0.10
H9 1.12314 0.42358 1.06332  0.08
H10 0.60302 -1.62549 -0.26816  0.04

Properties
- SMILES string = C1=CC1.C=O.CO
- molar mass (g mol⁻¹) = 102.13
- total charge = 0
- 2S+1 = 1

=====

Arrangement B

The following is a quantum chemistry calculation of C5H10O2 as an isolated structure, from the OMol25 dataset.

Last column: Löwdin charge in e.
Cartesian coordinates (Å):
O1 1.87550 0.70052 0.52144  -0.10
C1 1.57662 -0.57757 -0.01738  -0.23
C2 0.10237 -0.68476 -0.34285  -0.17
C3 -0.61891 0.61743 -0.59729  -0.13
C4 -1.97596 0.29622 -1.17932  -0.14
O2 -2.27426 -0.59902 -0.08290  -0.07
C5 -1.03345 -0.26208 0.54170  -0.22
H1 2.82874 0.83058 0.45798  0.10
H2 1.89934 -1.37339 0.67016  0.12
H3 2.11366 -0.72127 -0.96744  0.12
H4 0.92211 0.30906 2.58677  0.04
H5 -0.12252 -1.53351 -0.99091  0.15
H6 -0.10227 1.56772 -0.56300  0.14
H7 -1.98304 -0.22246 -2.14552  0.12
H8 -2.66874 1.14290 -1.20286  0.12
H9 0.44718 0.21330 3.15128  0.06
H10 -1.04150 -0.14561 1.61839  0.11

Properties
- molar mass (g mol⁻¹) = 102.13
- total charge = 0
- 2S+1 = 1

=====

Arrangement C

The following is a quantum chemistry calculation of a 2-piece molecular cluster, C5H10O2 overall, from the OMol25 dataset.

Last column: Löwdin charge in e.
Cartesian coordinates (Å):
C1 -2.37775 -1.01551 0.97676  -0.12
C2 -1.29497 -0.41340 0.13422  -0.16
C3 -0.24729 -1.13692 -0.25843  -0.25
O1 0.50298 -0.81804 -1.34911  -0.03
C4 1.86838 0.80206 0.57768  -0.02
C5 1.46769 1.66446 -0.34624  -0.30
O2 1.98411 1.68431 -1.60723  -0.01
H1 -2.87395 -0.29945 1.63915  0.07
H2 -1.96871 -1.83449 1.57723  0.07
H3 -3.15629 -1.43375 0.32095  0.07
H4 -1.45508 0.58163 -0.27539  0.10
H5 -0.00966 -2.08815 0.22123  0.12
H6 1.42349 -1.08149 -1.21880  0.09
H7 1.47257 0.86238 1.58273  0.06
H8 2.62510 0.05025 0.36041  0.07
H9 0.72111 2.43020 -0.13186  0.12
H10 1.31827 2.04593 -2.20331  0.10

Properties
- SMILES string = C/C=C/O.C=CO
- molar mass (g mol⁻¹) = 102.13
- total charge = 0
- 2S+1 = 1

=====

Most stable one: arrangement C, least stable one: arrangement A.

=====

Arrangement A

The following is a quantum chemistry calculation of one molecule with the formula C5H10O2, from the OMol25 dataset.

Last column: Löwdin charge in e.
Cartesian coordinates (Å):
C1 2.08085 0.28500 -0.76157  -0.07
O1 1.24616 0.58427 0.35269  -0.17
C2 0.44331 -0.51210 0.71834  -0.29
C3 -0.80833 -0.48655 1.55754  -0.04
C4 -0.89457 -0.73978 0.07612  -0.21
C5 -1.53353 0.39314 -0.71732  -0.24
O2 -1.07458 1.67180 -0.33908  -0.07
H1 1.51562 -0.05920 -1.64264  0.10
H2 2.84044 -0.47577 -0.51718  0.09
H3 2.58704 1.21794 -1.00440  0.09
H4 1.06999 -1.37609 0.93819  0.15
H5 -0.87897 -1.34715 2.21569  0.10
H6 -1.34412 0.39072 1.91567  0.12
H7 -1.12702 -1.73500 -0.28912  0.14
H8 -1.39086 0.21254 -1.79588  0.11
H9 -2.61701 0.38459 -0.52965  0.12
H10 -0.11444 1.59163 -0.17739  0.06

Properties
- SMILES string = CO[C@H]1C[C@H]1CO
- molar mass (g mol⁻¹) = 102.13
- total charge = 0
- 2S+1 = 1

=====

Arrangement B

The following is a quantum chemistry calculation of a 2-piece molecular cluster, C5H10O2 overall, from the OMol25 dataset.

Last column: Löwdin charge in e.
Cartesian coordinates (Å):
C1 -2.11637 -0.15583 -0.73494  -0.10
C2 -0.73285 0.30562 -1.19182  -0.21
C3 0.09412 -0.41245 1.10221  -0.27
O1 0.07684 -1.61180 0.97166  0.06
C4 0.28501 0.55338 -0.06402  -0.25
C5 1.71809 0.40281 -0.57343  -0.23
O2 2.01111 -0.14373 -1.60626  0.07
H1 -2.80664 -0.16169 -1.58426  0.07
H2 -2.07429 -1.17224 -0.33215  0.07
H3 -2.54073 0.49935 0.03634  0.08
H4 -0.30140 -0.43733 -1.86781  0.11
H5 -0.81662 1.23998 -1.75944  0.12
H6 -0.04016 0.05478 2.10067  0.13
H7 2.54481 -1.09170 2.07689  0.04
H8 2.93755 -0.48518 2.25350  0.05
H9 0.19536 1.56934 0.34356  0.14
H10 2.50612 0.83160 0.07830  0.11

Properties
- SMILES string = CCC(C=O)C=O.[H][H]
- molar mass (g mol⁻¹) = 102.13
- total charge = 0
- 2S+1 = 1

=====

Arrangement C

The following is a quantum chemistry calculation of C5H10O2 as an isolated structure, from the OMol25 dataset.

Last column: Löwdin charge in e.
Cartesian coordinates (Å):
C1 2.10508 -0.06658 -0.34647  -0.10
O1 1.16448 -0.29186 0.71936  -0.15
C2 -0.49578 0.00942 0.36305  -0.31
C3 -0.63945 1.03040 -0.72626  -0.03
C4 -1.54068 0.17952 1.47821  -0.01
C5 -0.17100 -1.38566 0.04384  -0.37
O2 -0.00595 -1.78405 -1.09530  0.01
H1 1.79476 -0.50605 -1.30640  0.08
H2 3.07105 -0.53111 -0.09225  0.10
H3 2.25831 1.00564 -0.45088  0.08
H4 -0.05785 0.74032 -1.59801  0.08
H5 -0.31637 1.99908 -0.32953  0.10
H6 -1.68797 1.15277 -1.03719  0.10
H7 -1.98656 1.18166 1.53486  0.08
H8 -2.38244 -0.50284 1.25230  0.10
H9 -1.17158 -0.10713 2.46048  0.09
H10 -0.18187 -2.01792 0.95038  0.15

Properties
- molar mass (g mol⁻¹) = 102.13
- total charge = 0
- 2S+1 = 1

=====

Most stable one: arrangement B, least stable one: arrangement C.

=====

Arrangement A

The following is a quantum chemistry calculation of a 2-piece molecular cluster, CHN2O3 overall, from the OMol25 dataset.

Last column: Löwdin charge in e.
Cartesian coordinates (Å):
C1 2.00006 -0.89589 0.05488  -0.41
N1 -1.49577 0.07049 0.02232  0.43
N2 -1.52784 1.18493 -0.00197  -0.06
O1 3.02431 -1.30718 0.15919  0.33
O2 -1.70749 2.23627 0.23454  0.41
O3 0.90588 -0.56133 -0.06910  0.16
H1 -1.19914 -0.72730 -0.39986  0.14

Properties
- molar mass (g mol⁻¹) = 89.03
- total charge = +1
- 2S+1 = 1

=====

Arrangement B

The following is a quantum chemistry calculation of a 2-piece molecular cluster, CHN2O3 overall, from the OMol25 dataset.

Last column: Löwdin charge in e.
Cartesian coordinates (Å):
C1 2.27691 0.13346 -0.00713  -0.33
N1 -1.30747 -0.60596 0.01440  0.41
N2 -2.15343 0.12666 0.00582  -0.08
O1 3.38778 0.33172 0.02384  0.33
O2 -3.07937 0.74548 -0.00046  0.37
O3 1.13065 -0.05549 -0.03707  0.17
H1 -0.25507 -0.67587 0.00059  0.13

Properties
- molar mass (g mol⁻¹) = 89.03
- total charge = +1
- 2S+1 = 1

=====

Most stable one: arrangement B, least stable one: arrangement A.

=====

Arrangement A

The following is a quantum chemistry calculation of a 2-piece molecular cluster, C4H10NO2 overall, from the OMol25 dataset.

Last column: Löwdin charge in e.
Cartesian coordinates (Å):
C1 0.11258 1.45561 -1.44226  0.12
C2 0.36273 0.81148 -0.33722  -0.30
C3 0.72508 1.51587 0.87514  -0.06
C4 0.16727 -0.75000 -0.35124  -0.36
N1 0.75516 -1.61779 0.42206  0.22
O1 -0.32144 -1.10003 -1.52550  0.12
O2 -1.76685 -0.88781 0.63934  0.01
H1 -0.17748 1.06765 -2.38706  0.08
H2 0.27334 2.56521 -1.41600  0.12
H3 0.36235 0.97157 1.77452  0.10
H4 1.79495 1.31993 1.08365  0.10
H5 0.47725 2.57699 0.68862  0.11
H6 0.61370 -2.66729 0.28461  0.18
H7 1.35729 -1.51950 1.25051  0.16
H8 -1.96066 -1.28788 1.51689  0.12
H9 -0.29746 -2.12963 -1.49394  0.20
H10 -2.47780 -0.32439 0.41789  0.07

Properties
- molar mass (g mol⁻¹) = 104.13
- total charge = +1
- 2S+1 = 1

=====

Arrangement B

The following is a quantum chemistry calculation of a 2-piece molecular cluster, C4H10NO2 overall, from the OMol25 dataset.

Last column: Löwdin charge in e.
Cartesian coordinates (Å):
C1 1.16409 0.81684 1.09140  -0.09
C2 0.11521 0.91035 0.00615  -0.05
C3 1.87684 -0.69086 -0.85009  -0.04
C4 -2.28719 0.16805 0.31315  -0.16
N1 0.94165 -0.30643 0.20934  -0.20
O1 -2.09722 -1.00173 0.92509  0.13
O2 -2.68864 0.14988 -0.97416  0.12
H1 2.00903 1.38465 1.00873  0.09
H2 0.87373 0.70024 2.09088  0.10
H3 0.55227 1.31535 -0.88393  0.07
H4 1.27168 -0.99520 -1.72384  0.10
H5 2.75823 0.01535 -1.25173  0.16
H6 2.38137 -1.54364 -0.46543  0.07
H7 -2.18391 1.00712 0.95393  0.13
H8 0.57691 -1.20283 0.82202  0.25
H9 -2.23478 -1.63569 0.20192  0.15
H10 -3.02928 0.90857 -1.47341  0.16

Properties
- molar mass (g mol⁻¹) = 104.13
- total charge = +1
- 2S+1 = 1

=====

Most stable one: arrangement A, least stable one: arrangement B.

=====

Arrangement A

The following is a quantum chemistry calculation of a 2-piece molecular cluster, C2H3NO2 overall, from the OMol25 dataset.

Last column: Löwdin charge in e.
Cartesian coordinates (Å):
C1 -1.81255 0.82714 0.26629  0.17
C2 1.54328 -0.33020 -0.12689  -0.16
N1 -1.18964 -0.04093 -0.19579  -0.23
O1 -0.79794 -1.08245 -0.54824  0.01
O2 1.34013 0.87645 -0.11673  -0.06
H1 -2.30304 1.48997 0.94209  0.08
H2 2.00850 -0.74261 0.79868  0.09
H3 1.21125 -0.99737 -1.01942  0.10

Properties
- SMILES string = C#[N+][O-].C=O
- molar mass (g mol⁻¹) = 73.05
- total charge = 0
- 2S+1 = 1

=====

Arrangement B

The following is a quantum chemistry calculation of one molecule with the formula C2H3NO2, from the OMol25 dataset.

Last column: Löwdin charge in e.
Cartesian coordinates (Å):
C1 -0.92799 0.56497 -0.81646  -0.29
C2 0.64930 -0.44659 0.96317  0.09
N1 -1.38305 0.53705 0.27930  0.10
O1 1.20993 0.20363 0.00486  -0.08
O2 0.54921 -0.02768 -1.15722  -0.12
H1 -1.25575 0.59444 -1.92081  0.14
H2 0.21980 -1.29253 0.72430  0.05
H3 0.93856 -0.13330 1.92287  0.11

Properties
- molar mass (g mol⁻¹) = 73.05
- total charge = 0
- 2S+1 = 1

=====

Most stable one: arrangement A, least stable one: arrangement B.

=====

Arrangement A

The following is a quantum chemistry calculation of a 2-piece molecular cluster, C2H3NO2 overall, from the OMol25 dataset.

Last column: Löwdin charge in e.
Cartesian coordinates (Å):
C1 0.93471 0.37017 -0.45557  -0.15
C2 0.19083 -0.25440 0.63364  -0.17
N1 -1.97123 -0.64908 0.43827  0.05
O1 -2.50831 -0.15697 -0.46211  -0.01
O2 0.66978 1.02037 0.79421  -0.03
H1 1.95243 0.13441 -0.71263  0.09
H2 0.37633 0.68558 -1.40516  0.12
H3 0.35546 -1.15008 1.16936  0.08

Properties
- molar mass (g mol⁻¹) = 73.05
- total charge = 0
- 2S+1 = 1

=====

Arrangement B

The following is a quantum chemistry calculation of one molecule with the formula C2H3NO2, from the OMol25 dataset.

Last column: Löwdin charge in e.
Cartesian coordinates (Å):
O1 1.73044 -0.33759 0.96597  0.03
C1 1.17084 -0.46192 -0.15382  -0.22
N1 -0.14242 0.07193 -0.54193  0.07
C2 -1.03149 0.53174 0.45919  -0.27
O2 -0.73830 0.92269 1.60419  0.03
H1 1.54517 -1.10206 -1.02773  0.14
H2 -0.44018 -0.12052 -1.44386  0.09
H3 -2.09406 0.49572 0.13800  0.13

Properties
- SMILES string = O=CNC=O
- molar mass (g mol⁻¹) = 73.05
- total charge = 0
- 2S+1 = 1

=====

Arrangement C

The following is a quantum chemistry calculation of C2H3NO2 as an isolated structure, from the OMol25 dataset.

Last column: Löwdin charge in e.
Cartesian coordinates (Å):
C1 0.47706 -0.67994 0.92203  0.15
C2 -0.53138 0.65591 -0.69049  0.09
N1 0.55471 -0.00774 -0.25675  -0.39
O1 -2.01701 1.16595 0.20487  -0.13
O2 1.47077 -0.07260 -1.08924  -0.03
H1 1.18417 -1.53649 1.03540  0.12
H2 -0.26383 -0.49462 1.60095  0.05
H3 -0.87449 0.96953 -1.72676  0.14

Properties
- molar mass (g mol⁻¹) = 73.05
- total charge = 0
- 2S+1 = 1

=====

Most stable one: arrangement B, least stable one: arrangement C.